Density functional theory data (ωB97M-V/def2-TZVPD) for a structure of composition C86H186N10O18 at a distorted geometry.

```
300
Properties=species:S:1:pos:R:3:forces:R:3:mulliken_charge:R:1
C 1.453901 1.951944 -1.284334 0.464 0.701 -0.505 0.26
C 2.001021 3.095234 -2.213684 -0.380 -0.711 0.856 0.66
C 2.642301 2.448194 -3.448424 -1.583 2.168 -1.386 -1.23
N 3.029671 3.541934 -4.480224 0.570 1.002 0.046 0.86
C 1.858401 4.473284 -4.930564 0.372 -0.964 0.521 -1.21
C 4.138851 4.436014 -3.882914 -0.160 0.273 -0.564 -0.32
C 4.965801 4.859774 -5.074994 0.192 -0.468 0.533 -0.67
C 5.034271 3.582614 -5.894284 1.994 0.132 -0.459 -0.85
C 3.727731 2.920384 -5.736604 -1.792 -1.002 -0.155 -0.23
H 0.652881 1.431174 -1.808994 0.229 -0.249 -0.236 0.34
H 0.977771 2.278884 -0.359934 0.358 0.477 0.059 0.47
H 2.284651 1.286414 -1.049754 -0.219 -0.315 0.140 -0.51
H 2.676071 3.820024 -1.758604 0.392 -0.461 0.450 -0.27
H 1.142561 3.739494 -2.403654 -0.150 -0.205 -0.747 -0.08
H 1.847821 1.956004 -4.009364 0.216 -0.839 0.320 -0.19
H 3.544111 1.850564 -3.315474 -0.222 -0.041 0.273 0.64
H 1.461221 5.089664 -4.124074 0.680 0.016 0.211 0.34
H 0.995881 3.868354 -5.210244 0.348 -0.255 -0.474 0.32
H 2.235161 5.091624 -5.745304 -0.179 -0.184 0.070 0.63
H 3.745901 5.340654 -3.418894 -0.384 -0.481 0.394 0.21
H 4.742321 3.842904 -3.195784 -0.264 -0.086 0.046 0.03
H 4.424301 5.669564 -5.563994 0.423 0.024 -0.343 0.36
H 5.941051 5.183524 -4.711424 -0.052 0.273 -0.343 0.46
H 5.441741 3.726354 -6.894984 -0.907 0.297 -0.380 0.38
H 5.778001 2.854464 -5.570594 0.324 0.392 0.897 0.38
H 3.093571 2.955224 -6.622454 -0.390 0.583 0.274 0.45
H 3.836911 1.847454 -5.578544 -0.048 0.047 0.413 0.05
C -6.857529 3.150334 -0.242864 1.534 1.068 0.430 -0.88
C -6.377769 3.438684 -1.659294 0.711 -1.327 -1.742 -0.34
C -4.817599 3.220944 -1.884724 -0.623 0.682 0.029 -0.19
N -4.212349 3.380224 -3.392264 -1.673 -0.138 1.953 0.84
C -4.790299 2.295134 -4.287204 0.874 0.443 0.535 -1.35
C -2.661609 3.384274 -3.266524 -1.071 -0.225 -0.153 0.67
C -2.175489 4.146234 -4.463584 0.024 -0.062 -1.126 -0.41
C -3.391919 4.993414 -5.038264 0.599 -0.629 1.004 -1.16
C -4.534749 4.771664 -4.003224 2.294 0.321 0.721 -0.60
H -7.931359 3.055904 -0.081374 0.133 0.082 -0.429 0.45
H -6.476489 4.031074 0.274066 -0.403 -0.102 0.802 0.11
H -6.339989 2.295474 0.192416 -0.136 -0.186 -0.085 0.03
H -6.649489 4.439794 -1.994024 -0.149 -0.061 0.047 0.35
H -6.887869 2.695094 -2.271644 -0.084 0.203 -0.555 0.31
H -4.522029 2.259304 -1.465204 0.086 -0.341 -0.712 0.22
H -4.266479 3.921754 -1.257654 0.187 0.344 -0.346 -0.02
H -4.595749 1.296224 -3.896784 0.315 0.296 0.185 0.23
H -4.259639 2.409174 -5.232454 -0.479 -0.150 -0.199 0.57
H -5.869669 2.442754 -4.322804 0.193 0.168 -0.346 0.44
H -2.297279 2.356994 -3.259064 -0.308 -0.078 0.279 -0.23
H -2.353239 3.908764 -2.362134 -0.519 -0.223 0.329 -0.50
H -1.749009 3.436234 -5.172184 -0.432 0.005 -0.488 0.27
H -1.294719 4.714794 -4.165114 -0.344 0.595 0.043 0.46
H -3.726479 4.685934 -6.029034 0.341 0.003 0.011 0.37
H -3.058569 6.031084 -5.053184 -0.498 0.026 -0.185 0.40
H -5.520499 5.035604 -4.386274 -0.145 -1.017 0.180 0.46
H -4.317199 5.419414 -3.153994 -0.237 0.231 -0.008 0.39
C 4.070851 0.495874 8.517316 0.526 -0.373 1.125 -1.34
C 3.001041 1.531864 8.324026 -0.005 0.306 -0.754 -0.22
C 3.465261 2.477724 7.176236 -1.865 0.566 0.489 -0.35
N 2.324121 3.455264 6.763746 1.081 0.050 -1.077 0.51
C 2.129171 4.421594 7.961156 -0.447 -1.342 -1.312 -0.89
C 1.077711 2.723284 6.289496 -1.452 0.264 1.113 -0.61
C 0.470111 3.459274 5.042316 -0.167 -1.203 0.527 1.65
C 1.401631 4.591364 4.774806 1.451 0.371 0.220 -0.53
C 2.760321 4.186484 5.470006 -1.440 1.246 -0.286 0.05
H 4.171071 -0.244466 7.723616 -0.230 0.140 -0.071 0.10
H 3.862361 0.003764 9.467286 0.038 -0.427 -0.154 0.49
H 5.046411 0.953164 8.682406 0.103 0.124 -0.188 0.37
H 2.739021 1.996374 9.274646 0.782 0.639 -0.017 0.43
H 2.041711 1.042094 8.156946 0.035 -0.125 -0.878 0.38
H 3.768851 1.952334 6.270746 -0.185 -0.301 0.072 -0.21
H 4.269681 3.162264 7.445306 0.167 -0.324 0.317 0.66
H 3.126291 4.809544 8.169326 -0.430 0.433 0.067 0.31
H 1.761621 3.811724 8.786426 0.184 0.101 -0.059 0.38
H 1.331151 5.119314 7.707276 0.468 0.297 -0.042 0.32
H 0.366031 2.715534 7.115066 -0.070 0.235 0.070 0.30
H 1.327101 1.663534 6.236226 0.127 0.189 -0.910 -0.08
H -0.516609 3.912064 5.139596 -0.156 -0.645 0.825 -0.14
H 0.335821 2.728964 4.244366 0.442 0.123 -0.139 -0.93
H 1.006611 5.505484 5.218026 0.164 0.072 0.228 0.46
H 1.445591 4.798664 3.705596 0.477 -0.063 0.027 0.07
H 3.356751 5.062394 5.725256 0.095 -0.143 0.164 0.57
H 3.319611 3.556274 4.778536 -0.027 -0.544 0.548 -0.74
C 8.641621 1.330434 2.250756 1.276 -0.808 -0.072 -1.54
C 7.263001 1.864794 2.216546 -2.252 0.132 -0.310 0.48
C 6.837961 2.652534 0.940676 0.296 1.544 1.631 -0.77
N 5.390781 3.160504 1.004406 -0.356 -1.417 -1.796 0.69
C 4.517861 1.869074 0.538266 0.159 1.868 0.964 -0.80
C 5.005021 3.856124 2.330016 0.580 -1.036 -1.020 -0.58
C 3.973631 4.941204 2.015886 0.189 0.090 0.021 0.23
C 4.045221 5.193874 0.508836 0.266 -1.352 -0.770 -0.25
C 5.184841 4.312164 -0.012144 0.132 -0.882 0.100 -0.52
H 9.435551 2.006134 1.932636 -0.221 0.293 -0.113 0.39
H 8.757011 0.422644 1.658546 0.008 -0.034 -0.111 0.26
H 8.899851 1.072054 3.277716 -0.039 -0.116 -0.010 0.40
H 7.049751 2.340404 3.173836 0.193 1.146 -0.375 0.21
H 6.494251 1.102524 2.343286 0.224 -0.789 -0.258 -0.13
H 6.996411 2.140004 -0.008164 -0.207 -0.302 0.198 0.32
H 7.390521 3.589474 0.870496 0.453 -0.095 0.077 0.59
H 4.677361 0.964064 1.124456 0.111 0.603 0.780 -0.41
H 4.827421 1.581454 -0.466494 -0.096 0.766 -0.141 0.39
H 3.489761 2.213944 0.648516 -0.020 -0.428 -0.228 0.50
H 4.746391 3.013584 2.971366 -0.175 0.347 0.512 0.07
H 5.950711 4.336414 2.581206 -0.059 -0.170 0.495 0.39
H 2.951331 4.661094 2.269946 0.215 0.061 0.207 -0.64
H 4.282831 5.854014 2.525076 -0.319 -0.141 0.326 0.69
H 3.134061 4.781654 0.075296 -0.217 0.572 -0.101 -0.36
H 4.242121 6.213774 0.178486 -0.378 -0.008 0.262 0.59
H 4.985041 3.825064 -0.966554 -0.072 0.162 -0.040 0.06
H 6.109021 4.878994 -0.124894 0.141 -0.220 0.325 0.64
C -1.489429 -6.763446 -0.142324 -0.238 -0.849 0.067 -1.34
C -2.303649 -7.688036 -1.075734 0.583 0.151 -0.300 -0.47
C -2.833459 -6.927756 -2.327054 -1.577 -0.930 0.572 0.25
N -3.590939 -7.826826 -3.383794 1.266 -0.893 -1.549 0.42
C -4.714729 -8.711026 -2.779694 0.253 0.970 -0.312 -0.91
C -2.550529 -8.716436 -4.139754 -0.080 -0.953 1.728 -0.76
C -1.893629 -7.887636 -5.230394 0.072 -0.087 0.594 -0.49
C -3.037579 -7.070826 -5.742244 -1.156 -0.227 0.163 -0.30
C -4.054379 -7.020656 -4.592494 -0.750 2.406 1.046 0.14
H -2.163079 -6.057756 0.343786 0.383 0.593 -0.338 0.20
H -0.576669 -6.407936 -0.620434 -0.342 0.764 -0.141 0.34
H -1.066909 -7.342306 0.678946 -0.260 -0.327 0.058 0.48
H -3.103649 -8.144506 -0.492874 -0.254 0.205 -0.233 0.39
H -1.626089 -8.505746 -1.321424 -0.047 -0.078 -0.400 0.31
H -2.097339 -6.293866 -2.821424 0.136 -0.564 -0.252 -0.13
H -3.629419 -6.260856 -1.995694 -0.153 0.111 0.037 0.09
H -5.456149 -8.045326 -2.337834 0.170 0.188 0.049 0.16
H -4.344589 -9.425176 -2.044114 0.356 0.249 -0.177 0.41
H -5.211169 -9.244576 -3.590244 0.312 0.076 -0.103 0.47
H -3.054819 -9.588646 -4.555734 -0.414 0.270 -0.122 0.47
H -2.011509 -9.116866 -3.281144 0.884 -0.023 -0.586 0.48
H -1.528689 -8.415696 -6.111334 0.567 -0.489 0.700 0.47
H -1.158609 -7.188766 -4.831124 0.374 -0.433 0.040 0.02
H -3.504949 -7.569186 -6.591534 0.119 0.312 -0.184 0.45
H -2.618689 -6.099166 -6.003974 -0.690 0.103 -0.249 -0.07
H -5.110589 -7.211716 -4.782284 0.248 -0.517 -0.246 0.48
H -4.100899 -5.985956 -4.252884 -0.180 -0.009 0.285 -0.40
C -6.136909 -1.005536 -0.819844 0.184 -1.093 -0.476 -1.23
C -5.951659 -1.918546 -2.115264 -1.337 1.722 -0.240 -0.42
C -5.510389 -1.116376 -3.404654 0.036 -1.489 0.059 0.71
N -5.461839 -1.993396 -4.651494 -0.484 -1.486 -2.672 0.76
C -6.772219 -2.799116 -4.908744 0.202 1.056 0.987 -1.08
C -5.177099 -1.226026 -6.022994 -0.131 0.181 1.237 -0.08
C -4.624659 -2.230426 -7.034444 -0.328 -0.733 0.395 -1.17
C -4.209369 -3.444416 -6.153274 -0.052 0.347 0.536 -0.43
C -4.303139 -2.967526 -4.694774 -0.179 0.529 0.587 0.41
H -5.219099 -0.490836 -0.535554 -0.022 0.168 -0.107 -0.07
H -6.434739 -1.630776 0.021866 0.480 -0.524 -0.036 0.52
H -7.001049 -0.342036 -0.786034 0.169 0.423 -0.937 0.59
H -6.954739 -2.268156 -2.359604 -0.017 -0.365 0.260 0.42
H -5.361379 -2.810406 -1.904884 0.295 0.260 -0.070 -0.06
H -4.493239 -0.739316 -3.298294 0.034 0.317 -0.039 -1.12
H -6.245299 -0.374536 -3.717224 0.050 0.321 0.603 0.61
H -6.840849 -3.600136 -4.172704 0.075 -0.245 -0.152 0.29
H -6.858809 -3.147996 -5.937774 0.467 -0.002 0.205 0.49
H -7.601349 -2.110926 -4.744314 0.020 0.053 0.049 0.35
H -6.116569 -0.751076 -6.305704 0.170 0.127 0.015 0.58
H -4.377329 -0.523476 -5.788694 -0.209 0.220 0.153 0.03
H -5.364909 -2.601756 -7.743144 -0.205 0.297 0.085 0.32
H -3.843699 -1.792936 -7.656374 0.180 0.025 0.430 0.42
H -4.965229 -4.211676 -6.320874 0.334 -0.280 0.115 0.42
H -3.217269 -3.853076 -6.345184 -0.101 0.090 -0.153 0.34
H -4.475839 -3.737176 -3.942504 -0.144 -0.212 -0.182 -0.10
H -3.479799 -2.342496 -4.349014 0.474 -0.178 -0.354 -0.73
C -6.330669 2.277074 3.537396 -0.093 0.024 -0.650 -1.33
C -5.222029 3.234234 3.782626 1.323 2.018 -0.067 -0.04
C -5.007019 4.344404 2.713936 0.525 -0.315 0.062 -0.33
N -4.148259 5.509134 3.190246 -0.104 1.827 1.605 0.23
C -4.985289 6.316324 4.314926 1.248 0.461 -1.980 -1.05
C -3.686289 6.488224 2.020296 -0.331 -1.534 0.025 0.38
C -2.368939 7.178184 2.415396 -0.840 0.024 -0.547 -0.88
C -1.915049 6.455504 3.690746 -0.599 1.327 -0.152 -0.19
C -2.762379 5.189754 3.786986 -0.135 -0.541 0.623 -0.47
H -6.272699 1.600694 4.390186 -0.507 -0.394 -0.389 0.44
H -6.149099 1.809004 2.569896 -0.046 -0.660 0.143 0.05
H -7.300809 2.761194 3.425286 -0.090 0.003 0.435 0.41
H -4.265919 2.712314 3.822116 0.007 -0.218 0.400 0.04
H -5.361839 3.715704 4.750476 0.044 -0.093 0.115 0.30
H -5.929789 4.781534 2.332486 -0.067 0.114 0.226 0.56
H -4.477789 3.913104 1.864226 0.106 0.022 -0.119 0.00
H -5.203919 5.809144 5.254646 0.472 -0.416 -0.419 0.35
H -5.907799 6.675884 3.859086 0.037 -0.308 -0.135 0.37
H -4.350109 7.191764 4.450056 -0.203 -0.048 0.474 0.50
H -4.481179 7.176044 1.731926 -0.121 -0.252 0.228 0.54
H -3.507489 5.744924 1.243356 -0.047 0.232 -0.291 -0.60
H -2.611399 8.239094 2.476916 0.324 0.065 0.778 0.38
H -1.613669 7.147024 1.630096 -0.219 -0.537 -0.154 0.26
H -2.171249 7.145054 4.495096 0.079 -0.293 0.406 0.52
H -0.828749 6.367864 3.710016 -0.203 -0.669 -0.026 -0.15
H -2.893269 4.915114 4.833666 -0.172 -0.258 -0.108 0.48
H -2.332479 4.330854 3.271656 -0.104 0.106 -0.316 0.13
C 6.954811 -3.052706 0.254436 -0.354 0.697 -0.460 -1.56
C 6.582011 -2.669006 1.700326 -0.310 -0.225 -0.529 0.78
C 6.259061 -3.935416 2.469646 0.682 -0.507 1.937 -0.91
N 5.865711 -3.745156 3.949086 -0.469 1.523 1.287 0.19
C 7.023461 -2.952886 4.686466 -1.866 -1.372 -0.455 -0.89
C 5.469761 -5.018126 4.722616 0.807 -0.412 -0.867 -0.47
C 4.596441 -4.574776 5.899546 -0.079 -0.445 0.374 -1.00
C 3.921681 -3.304116 5.472056 0.757 2.010 -0.604 -0.26
C 4.567021 -2.955386 4.111206 -0.036 0.350 -0.853 0.12
H 6.215201 -3.609586 -0.320854 -0.267 -0.637 0.756 0.23
H 7.925361 -3.540256 0.162636 -0.054 0.047 0.103 0.47
H 6.943961 -2.146326 -0.350924 0.675 0.374 0.214 0.35
H 5.728961 -1.990526 1.708576 -0.286 -0.144 -0.138 -0.25
H 7.400121 -2.073986 2.106236 0.174 -0.319 0.251 0.44
H 7.158841 -4.510246 2.688886 0.234 -0.302 -0.994 0.55
H 5.513581 -4.554936 1.971086 -0.173 0.158 0.117 0.09
H 6.750551 -3.029826 5.738936 0.346 0.150 -0.025 0.47
H 6.962091 -1.916626 4.354056 0.218 -0.229 -0.005 0.33
H 7.963671 -3.459886 4.469506 -0.065 0.215 0.064 0.27
H 6.389161 -5.581636 4.881526 0.032 0.177 0.703 0.50
H 4.927161 -5.674166 4.041956 -0.354 0.413 -0.267 0.34
H 5.159311 -4.365066 6.809106 0.081 -0.495 -0.032 0.35
H 3.775271 -5.259346 6.112026 0.652 -0.609 0.086 0.34
H 4.175351 -2.469446 6.125566 0.377 -0.045 0.230 -0.16
H 2.837711 -3.235906 5.564036 -0.027 -0.625 -0.835 0.57
H 4.820801 -1.897016 4.051606 -0.259 0.012 -0.217 0.21
H 4.049271 -3.278066 3.207936 -0.693 0.218 0.184 -0.23
C -0.578889 -4.273826 -3.306084 -0.309 1.242 0.434 -1.06
C 0.404581 -3.106386 -3.447984 1.754 -0.367 -1.124 0.63
C 1.850171 -3.605686 -3.111494 -0.346 0.152 0.418 -1.11
N 2.968591 -2.564726 -3.289234 0.589 0.373 -1.219 0.25
C 3.019751 -2.207136 -4.773424 0.100 0.155 1.264 -0.84
C 2.842271 -1.378086 -2.282274 0.192 -1.181 -0.019 0.27
C 4.307641 -1.062426 -1.752314 -1.387 -0.071 0.102 1.14
C 5.162541 -1.958916 -2.605314 1.828 0.407 -0.007 -1.25
C 4.376551 -3.151276 -2.951704 -2.410 -1.074 0.334 -0.75
H -1.591919 -4.006966 -3.607174 -0.101 0.650 0.329 0.14
H -0.560639 -4.428256 -2.227234 -0.367 -1.148 -0.134 0.14
H -0.425349 -5.117576 -3.978844 0.917 -0.245 0.515 0.37
H 0.185311 -2.212666 -2.863774 -0.496 -0.209 0.147 -0.27
H 0.463111 -2.813626 -4.496294 -0.322 0.278 -0.091 0.46
H 2.073091 -4.468126 -3.739664 0.302 0.182 -0.257 0.79
H 1.950841 -3.981606 -2.093334 -0.140 0.137 0.337 -0.10
H 2.120011 -1.647926 -5.030014 0.024 -0.423 -0.247 0.19
H 3.162801 -3.193566 -5.214544 -0.434 0.413 -0.642 0.29
H 3.891561 -1.590376 -4.991724 -0.002 -0.056 0.195 0.42
H 2.175881 -0.612606 -2.679864 0.399 0.129 -0.281 0.20
H 2.291641 -1.869706 -1.480264 0.090 0.262 0.244 -0.45
H 4.680311 -0.039296 -1.801384 -0.486 0.163 -0.414 -0.46
H 4.261211 -1.290806 -0.687514 0.336 -0.449 -0.011 -0.15
H 5.479501 -1.375866 -3.470004 -0.374 -0.151 -0.534 0.45
H 6.148311 -2.234646 -2.230724 -0.253 -0.105 0.582 0.72
H 4.766461 -3.834156 -3.706514 -0.204 0.465 -0.440 0.48
H 4.056391 -3.803036 -2.138814 0.882 0.163 0.768 0.22
C -4.043069 -3.402506 1.320176 1.604 0.651 0.835 -1.71
C -3.425799 -1.976446 1.598196 0.564 -0.146 -1.460 0.18
C -2.082679 -1.674446 0.796156 -0.903 -0.005 1.812 -0.37
N -1.172179 -0.629626 1.565086 -0.647 -2.148 -0.851 1.20
C -1.835989 0.722594 1.819356 1.894 -0.212 -0.823 -1.38
C 0.039691 -0.492786 0.717696 1.853 0.354 0.372 0.24
C 0.940011 -1.794576 0.966006 -0.863 1.725 -1.366 0.08
C 0.610291 -2.217746 2.364996 -0.690 0.144 0.593 -0.27
C -0.521799 -1.286546 2.817536 -1.123 0.320 0.358 0.19
H -5.035009 -3.480606 1.765196 -0.059 0.039 -0.520 0.43
H -3.425279 -4.122086 1.857426 0.033 -0.104 0.287 0.54
H -3.938399 -3.758036 0.295116 -0.662 0.447 -0.212 0.20
H -3.235589 -1.836976 2.662366 -0.147 -0.083 0.028 0.25
H -4.135679 -1.216266 1.272146 -0.089 0.044 0.252 -0.03
H -2.255009 -1.305706 -0.214994 -0.004 0.349 0.103 0.43
H -1.498579 -2.589536 0.698536 0.162 0.076 0.221 0.21
H -0.967499 1.317964 2.101036 -0.310 0.170 1.181 -0.14
H -2.672479 0.723614 2.518196 0.336 -0.221 -0.068 0.33
H -1.976059 1.220844 0.860066 -0.950 -0.503 -0.289 0.39
H 0.544941 0.378684 1.134076 0.404 -0.081 0.247 -0.63
H -0.147829 -0.196296 -0.314304 -0.588 -0.620 -0.090 0.26
H 2.003501 -1.560726 0.916966 -0.135 0.094 -0.443 0.23
H 0.670831 -2.519216 0.197546 0.292 -0.257 0.161 -0.08
H 1.474231 -2.060456 3.010726 -0.118 -0.153 0.063 -0.78
H 0.306921 -3.262606 2.430836 0.056 0.035 -0.001 0.55
H -0.191549 -0.436136 3.414066 0.091 0.014 -0.094 -0.10
H -1.286369 -1.790726 3.408586 -0.070 0.176 -0.125 0.69
O -6.118789 -5.646086 -0.612984 2.486 -0.834 0.721 -0.46
C -6.790069 -5.452446 -1.757094 -1.057 -0.331 -2.383 0.77
O -6.353869 -5.806756 -2.890804 1.513 -0.013 0.663 -0.66
O -7.874239 -4.943176 -1.536334 -2.206 1.516 -0.251 -0.79
H -6.806739 -5.284906 -0.049184 -0.034 -0.005 0.917 0.29
O -0.646159 5.465214 -0.784284 -0.951 0.342 -2.617 -0.63
C -0.924399 4.683984 0.259346 -1.503 -1.645 1.324 0.44
O -0.060149 4.845984 1.127546 2.227 0.006 2.704 -0.57
O -1.849339 3.913094 0.308646 -2.902 -1.508 -0.673 -0.27
H 0.134581 5.522604 -0.228634 3.084 2.632 -0.862 0.24
O 3.181201 -5.748396 1.576596 3.246 0.467 4.557 -0.58
C 2.846951 -4.892616 0.669676 2.688 5.133 -2.886 0.40
O 1.972031 -5.435836 -0.038844 -3.115 0.711 -2.978 -0.85
O 3.457451 -3.855196 0.410356 0.589 1.940 0.280 -0.14
H 2.515351 -6.050316 0.954436 -3.261 -7.662 0.729 0.34
O -2.746719 -0.751716 5.314316 1.253 -1.987 -0.779 -0.37
C -2.920119 0.463094 5.777186 0.790 6.448 -1.060 0.61
O -3.948539 0.640054 6.414976 -2.100 -0.735 1.776 -0.79
O -2.206489 1.443324 5.426946 1.803 -0.634 -0.775 -0.62
H -3.523879 -0.910866 5.854946 -1.456 -2.815 0.228 0.27
O -0.276239 0.395024 -3.925744 3.195 1.479 -0.165 0.30
C -1.474409 -0.133776 -3.879954 -4.169 -1.629 4.088 -0.60
O -1.918069 -0.432756 -2.716214 1.196 0.194 -0.748 -0.06
O -2.127519 -0.227196 -4.901344 -0.678 0.093 -2.632 -0.77
H -0.254849 0.775464 -4.806884 0.328 -0.050 -0.524 0.12
O 2.560151 -0.449416 4.600496 -1.549 -2.150 2.564 -0.78
C 3.104161 0.432544 3.838626 2.023 2.371 -3.030 0.62
O 2.357871 0.971024 2.997966 -1.523 0.813 -0.960 0.19
O 4.306711 0.658064 3.925196 2.395 0.136 0.723 -0.93
H 1.660741 -0.221906 4.353706 -1.118 -0.799 0.452 -0.03
```
Forces are in eV/Å.

Output
frontier orbital gap: 5.6 eV
charge: +4